The ion C9H15N3O2 with charge +2 in a non-equilibrium geometry, computed with ωB97M-V with the def2-TZVPD basis set.

Output
Total charge: +2
E_tot, eV: -18115.58332
Frontier orbital gap (alpha / beta), hartree: 0.2868 / 0.2868
Strongest force on any atom, eV/Å: 5.41
Relative energy (zero: lowest compared OMol25 entry of this formula, charge and spin), kJ/mol: 535.6

Last column: Löwdin charge in e.
CARTESIAN COORDINATES (ANGSTROEM)
1 C -2.637 0.620 -0.040  -0.13
2 C 1.219 1.796 -0.146  -0.03
3 C 2.217 -0.478 0.309  0.07
4 C 0.267 2.631 0.786  -0.06
5 C -1.582 1.483 -0.045  -0.02
6 C 1.009 0.329 -0.034  -0.32
7 C 0.037 -0.400 -0.956  -0.18
8 C 0.370 -0.216 -2.432  0.07
9 C -1.861 -2.556 0.997  0.01
10 N -3.190 -0.376 -0.308  0.22
11 N -0.592 -1.438 -0.519  0.05
12 N 1.314 0.000 1.360  0.20
13 O -1.126 2.270 0.805  0.05
14 O -0.626 -1.807 0.789  -0.14
15 H 1.092 2.348 -1.163  0.20
16 H 2.172 1.946 0.146  0.10
17 H 2.360 -1.602 0.029  0.21
18 H 3.126 -0.055 0.397  0.11
19 H 0.334 2.681 1.919  0.17
20 H 0.197 3.631 0.618  0.11
21 H -0.248 -0.905 -2.979  0.10
22 H 1.437 -0.433 -2.589  0.13
23 H -0.045 0.789 -2.650  0.12
24 H -2.829 -1.964 1.002  0.08
25 H -1.566 -3.067 1.939  0.13
26 H -1.884 -3.184 -0.009  0.14
27 H -1.381 -2.000 -1.104  0.24
28 H 0.871 -0.773 1.857  0.18
29 H 1.545 0.727 2.023  0.19